# 1
Formula: C6H14N2O2
Source: the Open Molecules 2025 dataset
Level of theory: ωB97M-V with the def2-TZVPD basis set

Each atom is followed by the atoms it is bonded to, with distances in Å.
Geometry (Å):
1 C -2.401 2.318 -0.018  C3 1.525, H6 1.107, H9 1.076, H10 1.088
2 C 0.548 1.378 2.111  N5 1.447, H8 1.096, H11 1.090, H12 1.126
3 C -1.087 1.663 0.397  C1 1.525, O4 1.225, N5 1.367
4 O -0.532 0.742 -0.188  C3 1.225
5 N -0.539 2.152 1.550  C2 1.447, C3 1.367, H7 1.005
6 H -2.618 2.986 0.837  C1 1.107
7 H -0.591 3.082 1.927  N5 1.005
8 H 1.566 1.531 1.737  C2 1.096
9 H -2.424 2.816 -0.971  C1 1.076
10 H -3.195 1.578 -0.084  C1 1.088
11 H 0.644 1.488 3.191  C2 1.090
12 H 0.437 0.278 1.896  C2 1.126
13 C 0.677 -0.775 -2.592  N17 1.484, H19 1.103, H21 1.090, H22 1.077
14 C 0.983 -2.969 0.505  C15 1.517, H20 1.092, H23 1.084, H24 1.105
15 C 1.368 -2.156 -0.715  C14 1.517, O16 1.218, N17 1.386
16 O 2.518 -2.127 -1.117  C15 1.218
17 N 0.309 -1.606 -1.420  C13 1.484, C15 1.386, H18 1.007
18 H -0.427 -1.335 -0.788  N17 1.007
19 H -0.330 -0.594 -3.007  C13 1.103
20 H 1.316 -3.975 0.240  C14 1.092
21 H 1.062 0.202 -2.300  C13 1.090
22 H 1.416 -1.281 -3.189  C13 1.077
23 H 1.415 -2.469 1.364  C14 1.084
24 H -0.114 -2.927 0.634  C14 1.105

The value obtained for the HOMO-LUMO gap (spin up / spin down) is 2.584 / 9.616 eV. For the molecular weight, the calculation gives 146.2 u. Its spin multiplicity is 2. As for the net charge: -1. The calculation puts the energy at -13523.4985 eV. Its expectation value of S² is 0.7502.

***

# 2
Formula: C6H14N2O2
Source: the Open Molecules 2025 dataset
Level of theory: ωB97M-V with the def2-TZVPD basis set

Each atom is followed by the atoms it is bonded to, with distances in Å.
Geometry (Å):
1 C -1.033 -0.592 -2.748  N2 1.466, H6 1.203, H7 1.161, H8 1.147
2 N -0.824 0.240 -1.560  C1 1.466, C3 1.392, H9 1.053
3 C -1.003 1.601 -1.787  N2 1.392, C4 1.622, O5 1.275
4 C -0.431 2.468 -0.541  C3 1.622, H10 1.177, H11 1.041, H12 1.142
5 O -1.667 2.117 -2.747  C3 1.275
6 H -1.548 -0.041 -3.685  C1 1.203
7 H -0.024 -0.894 -3.236  C1 1.161
8 H -1.625 -1.546 -2.511  C1 1.147
9 H -0.201 0.063 -0.730  N2 1.053
10 H -0.204 3.619 -0.633  C4 1.177
11 H 0.261 1.922 0.014  C4 1.041
12 H -1.262 2.528 0.239  C4 1.142
13 C 2.563 -2.194 2.443  N14 1.461, H18 1.138, H19 1.115, H20 1.153
14 N 1.215 -1.633 2.496  C13 1.461, C15 1.359, H21 1.039
15 C 0.573 -0.903 1.546  N14 1.359, C16 1.466, O17 1.252
16 C -0.721 -0.327 1.923  C15 1.466, H22 1.172, H23 1.131, H24 1.074
17 O 1.176 -0.440 0.551  C15 1.252
18 H 3.278 -2.060 1.568  C13 1.138
19 H 3.084 -1.649 3.264  C13 1.115
20 H 2.631 -3.325 2.658  C13 1.153
21 H 0.511 -2.135 3.072  N14 1.039
22 H -1.173 -0.680 2.945  C16 1.172
23 H -1.550 -0.530 1.181  C16 1.131
24 H -0.678 0.745 1.855  C16 1.074

The SMILES is CNC(C)=O.CNC(C)=O. The value obtained for the HOMO-LUMO gap is 9.561 eV. For the molecular weight, the calculation gives 146.2 u. As for the net charge: 0. The calculation puts the energy at -13523.1262 eV.

***

# 3
Formula: C6H14N2O2
Source: the Open Molecules 2025 dataset
Level of theory: ωB97M-V with the def2-TZVPD basis set

Each atom is followed by the atoms it is bonded to, with distances in Å.
Geometry (Å):
1 C 0.695 2.466 1.206  N2 1.451, H6 1.089, H7 1.085, H8 1.090
2 N 0.112 1.192 1.583  C1 1.451, C3 1.372, H9 1.004
3 C -1.172 0.900 1.201  N2 1.372, C4 1.500, O5 1.219
4 C -1.777 -0.351 1.765  C3 1.500, H10 1.088, H11 1.088, H12 1.089
5 O -1.808 1.617 0.448  C3 1.219
6 H 1.526 2.398 0.505  C1 1.089
7 H -0.074 3.026 0.682  C1 1.085
8 H 0.947 3.004 2.120  C1 1.090
9 H 0.637 0.398 1.905  N2 1.004
10 H -2.333 -0.850 0.974  C4 1.088
11 H -1.034 -1.046 2.153  C4 1.088
12 H -2.422 -0.201 2.630  C4 1.089
13 C -0.881 -0.278 -2.039  N14 1.440, H18 1.089, H19 1.082, H20 1.048
14 N -0.136 -1.333 -1.404  C13 1.440, C15 1.354, H21 1.006
15 C 1.172 -1.227 -1.071  N14 1.354, C16 1.505, O17 1.226
16 C 1.871 -2.393 -0.425  C15 1.505, H22 1.105, H23 1.083, H24 1.083
17 O 1.813 -0.209 -1.308  C15 1.226
18 H -0.266 0.617 -2.119  C13 1.089
19 H -1.049 -0.519 -3.081  C13 1.082
20 H -1.700 0.109 -1.512  C13 1.048
21 H -0.578 -2.233 -1.332  N14 1.006
22 H 1.256 -2.668 0.451  C16 1.105
23 H 1.929 -3.299 -1.016  C16 1.083
24 H 2.781 -2.060 0.059  C16 1.083

The SMILES is CNC(C)=O.CNC(C)=O. The value obtained for the HOMO-LUMO gap is 10.199 eV. For the molecular weight, the calculation gives 146.2 u. As for the net charge: 0. The calculation puts the energy at -13524.7580 eV.

***

- The highest energy belongs to which entry?
  number 2

***

- Which formula does entry 3 have?
  C6H14N2O2